{
  "formula": "C3H3ClOS",
  "method": "ωB97M-V/def2-TZVPD",
  "symbols": ["O", "C", "S", "C", "C", "Cl", "H", "H", "H"],
  "xyz": [[1.875900, 1.041193, 0.036902], [1.090864, -0.016582, -0.048401], [1.811459, -1.480590, -0.048762], [-0.339911, 0.229895, -0.155894], [-1.279792, -0.719970, 0.078968], [-2.975737, -0.449037, -0.032683], [1.412430, 1.868622, 0.136418], [-0.611975, 1.267514, -0.236822], [-0.983237, -1.741046, 0.270273]],
  "forces_ev_per_angstrom": [[0.810, 0.473, 0.057], [0.240, -1.402, -0.076], [-0.241, -0.103, -0.037], [-1.273, -0.676, 0.956], [1.064, 0.949, -0.700], [0.405, 0.069, 0.125], [-0.524, 0.489, -0.017], [-0.414, 0.265, -0.343], [-0.068, -0.063, 0.035]],
  "lowdin_charge": [0.0059, -0.9000, 0.7289, -0.1867, -0.5463, 0.6396, 0.1042, 0.1010, 0.0534],
  "e_above_lowest_kcal_mol": 10.23,
  "gap_ev": 8.237,
  "smiles": "OC(=S)/C=C/Cl",
  "lumo_energy_ev": -0.63,
  "charge": 0,
  "largest_force_ev_per_a": 1.7,
  "energy_ha": -1049.69812
}